Entry 1:
# C6H15NO5S

A 2-piece molecular cluster, C6H15NO5S overall (ωB97M-V/def2-TZVPD, OMol25).

Computed properties:
Frontier orbital gap in eV: 9.12
Spin multiplicity: 1
HOMO in eV: -9.12

Last column: natural (NBO) charge in e.
Positions of all 28 atoms, in Å:
N 3.795742 -2.794292 0.097141  -0.805
C 3.060493 -1.625289 -0.414507  -0.246
C 1.581461 -1.536212 0.059033  0.032
O 1.372929 -0.338579 0.783869  -0.713
C 0.697732 -1.549618 -1.182143  -0.099
O -0.649377 -1.077235 -1.000961  -0.688
S -1.401406 -1.656291 0.309473  1.720
O -2.399965 -0.666998 0.564879  -0.930
O -2.220159 -2.935077 -0.321768  -0.885
H 3.390721 -3.616756 -0.336098  0.345
H 3.571548 -2.871563 1.082330  0.343
H 3.107982 -1.618421 -1.495802  0.189
H 3.541186 -0.722008 -0.064649  0.214
H 1.367510 -2.425023 0.643573  0.162
H 1.400031 -0.565485 1.725316  0.480
H 0.688923 -2.545011 -1.616485  0.190
H 1.133992 -0.875054 -1.905372  0.205
H -2.191354 -3.610251 0.378189  0.490
C -1.539348 2.174245 0.722075  -0.720
C -1.772810 3.662267 0.736855  0.595
O -1.369141 4.365662 1.633846  -0.553
C -2.541667 4.242674 -0.427092  -0.720
H -0.978684 1.888540 1.608486  0.228
H -2.488154 1.645504 0.718451  0.251
H -0.968952 1.892344 -0.163995  0.231
H -3.535520 3.795736 -0.478184  0.228
H -2.012241 4.044684 -1.360265  0.226
H -2.641470 5.317508 -0.296193  0.231

Cartesian forces (eV/Å) of the 3 atoms listed first:
N -0.46 0.32 -0.30
C -0.21 -0.54 0.59
C 0.57 0.15 -0.80

***

Entry 2:
# C24H31N2O15S

A 6-piece molecular cluster, C24H31N2O15S overall in a non-equilibrium geometry (ωB97M-V/def2-TZVPD, OMol25).

Computed properties:
Frontier orbital gap in eV: 6.45
Spin multiplicity: 1
HOMO in eV: -11.78
Net charge: +1

Last column: Löwdin charge in e.
Positions of all 73 atoms, in Å:
C -6.832953 4.089416 1.669105  0.162
C -6.028916 4.102293 0.741195  -0.035
C -4.759356 3.812254 -0.092410  -0.106
C -4.500238 2.402629 -0.638683  0.099
C -3.200712 2.207859 -1.407389  0.094
C -2.334797 3.485161 -1.531272  -0.203
C -0.934257 3.366289 -2.293897  -0.405
S -0.196054 1.662481 -2.150350  0.817
C -0.259601 1.101257 -0.371459  -0.503
C -0.787015 -0.405952 -0.223521  -0.148
N -2.679516 4.710790 -1.035664  0.115
N -3.816261 4.791443 -0.373132  0.050
H -7.461907 4.070710 2.606370  0.094
H -5.237586 1.572387 -0.471848  0.133
H -2.890580 1.214905 -1.834360  0.104
H -0.211050 4.058410 -1.750645  0.087
H -0.985465 3.724174 -3.364294  0.102
H 0.757930 1.241594 0.150716  0.061
H -0.991076 1.768846 0.204324  0.078
H -1.189007 -0.549807 0.831828  0.081
H 0.054865 -1.149202 -0.350138  0.080
H -1.619808 -0.658523 -0.951921  0.062
H -4.053492 5.730420 -0.004217  0.192
C -1.562653 7.522916 -2.726095  -0.147
C -0.239027 7.686524 -2.036979  -0.135
O 0.692665 7.327725 -3.049091  0.061
C 0.078533 7.523333 -4.251118  -0.549
O 0.630840 7.476478 -5.303713  0.178
O -1.251103 7.778612 -4.088421  0.065
H -2.312252 8.226428 -2.361376  0.135
H -1.956976 6.506377 -2.639314  0.095
H -0.050648 8.719257 -1.731641  0.138
H -0.137663 7.036428 -1.166870  0.127
C 4.671887 -0.462453 1.249552  -0.116
C 4.059777 -1.605655 2.003213  -0.112
O 2.906253 -1.013151 2.596761  0.052
C 2.577556 0.067247 1.842679  -0.541
O 1.562246 0.692273 1.964611  0.122
O 3.543709 0.348762 0.932409  0.070
H 5.185310 -0.786058 0.344447  0.141
H 5.364975 0.120446 1.861442  0.139
H 3.740900 -2.419017 1.346313  0.141
H 4.726674 -2.008026 2.765365  0.143
C 0.686280 -2.539317 4.771289  -0.129
C -0.729938 -3.029737 4.698142  -0.128
O -0.591595 -4.307568 4.087140  0.069
C 0.678118 -4.734255 4.329078  -0.539
O 1.074677 -5.835773 4.098792  0.156
O 1.438123 -3.742703 4.866961  0.068
H 0.861968 -1.901750 5.637991  0.140
H 0.991539 -2.003741 3.869117  0.115
H -1.181415 -3.156057 5.686011  0.136
H -1.367133 -2.378876 4.099001  0.132
C -1.809673 -0.105848 -6.019391  -0.135
C -1.238248 -1.417432 -6.471155  -0.123
O -1.426797 -2.253385 -5.333235  0.069
C -2.449524 -1.725088 -4.608989  -0.557
O -2.972524 -2.267657 -3.683413  0.152
O -2.800266 -0.494496 -5.075254  0.046
H -2.254622 0.459862 -6.838231  0.137
H -1.069235 0.521523 -5.514829  0.124
H -1.783435 -1.842554 -7.317927  0.138
H -0.182105 -1.346027 -6.730956  0.138
C 4.020135 -8.956303 3.924191  -0.128
C 3.936651 -7.497717 4.266157  -0.132
O 5.085358 -6.952313 3.624268  0.057
C 5.415994 -7.794975 2.608166  -0.555
O 6.227441 -7.550510 1.768028  0.154
O 4.700234 -8.951318 2.673465  0.063
H 3.038042 -9.420084 3.831017  0.136
H 4.613251 -9.523580 4.646961  0.134
H 3.043929 -7.021900 3.855982  0.106
H 3.970618 -7.318699 5.341113  0.137

Cartesian forces (eV/Å) of the 3 atoms listed first:
C 1.03 0.00 -0.39
C 1.67 -0.64 0.39
C -0.32 -2.03 -0.77

***

Entry 3:
# C29H38AuN4O3P

C29H38AuN4O3P as an isolated structure (ωB97M-V/def2-TZVPD, OMol25).

Computed properties:
Frontier orbital gap (alpha / beta) in eV: 7.88 / 6.52
Spin multiplicity: 3
HOMO (alpha / beta) in eV: -12.73 / -14.21
Expectation value of S²: 2.0137
Net charge: +2

Last column: natural (NBO) charge in e.
Positions of all 76 atoms, in Å:
Au -0.261354 0.361336 0.367838  0.781
O -0.663035 -1.033577 3.607797  -0.507
C -0.749395 -1.695474 2.617046  0.759
O -0.059324 -1.432175 1.473201  -0.824
C -1.634507 -2.870098 2.400210  -0.089
C -2.129940 -3.657953 3.427244  -0.173
C -2.907698 -4.760185 3.108481  -0.164
C -3.206314 -5.056182 1.782644  -0.173
C -2.750011 -4.245920 0.753695  -0.188
C -1.964355 -3.142800 1.069793  -0.408
P -1.218803 -2.049276 -0.160497  1.312
C -2.520935 -1.566007 -1.328514  -0.438
C -3.862555 -1.686393 -0.961311  -0.121
C -4.848404 -1.156075 -1.779340  -0.208
C -4.504541 -0.480941 -2.941153  -0.168
C -3.167154 -0.318356 -3.284692  -0.193
C -2.176880 -0.833200 -2.469565  -0.203
C 0.010601 -3.101821 -0.968600  -0.441
C 0.995366 -3.721192 -0.187507  -0.184
C 1.867090 -4.631716 -0.766086  -0.212
C 1.762574 -4.942109 -2.116850  -0.185
C 0.792821 -4.325526 -2.894857  -0.189
C -0.080785 -3.404314 -2.330116  -0.231
H -1.887540 -3.418707 4.454085  0.253
H -3.284868 -5.396889 3.896987  0.243
H -3.801854 -5.928448 1.548551  0.241
H -2.994666 -4.473537 -0.276605  0.232
H -4.134942 -2.191412 -0.045107  0.225
H -5.887386 -1.263167 -1.498384  0.240
H -5.277756 -0.057230 -3.567675  0.238
H -2.898710 0.225331 -4.181007  0.229
H -1.132670 -0.654854 -2.705260  0.203
H 1.048782 -3.525743 0.876841  0.237
H 2.613432 -5.117651 -0.151079  0.243
H 2.421543 -5.679946 -2.555151  0.244
H 0.695699 -4.580444 -3.942430  0.241
H -0.857311 -2.957675 -2.937346  0.244
C -2.611807 3.545681 -1.779185  -0.410
N -1.279360 4.046545 -1.467797  -0.399
C -1.011506 5.437698 -1.825164  -0.210
C 0.104313 5.997055 -0.967464  -0.422
C 1.288861 5.057863 -1.069961  -0.207
N 0.886391 3.706878 -0.678812  -0.420
C 1.896301 2.836455 -0.108808  -0.396
C -0.338016 3.222270 -0.979228  0.812
O -0.642116 1.993018 -0.840701  -0.795
H -3.353996 4.239391 -1.386670  0.219
H -2.758612 2.571346 -1.328687  0.237
H -2.749208 3.463697 -2.860076  0.205
H -1.930016 6.005703 -1.685244  0.229
H -0.747935 5.492771 -2.886447  0.202
H -0.225718 6.064508 0.070371  0.224
H 0.385044 6.992970 -1.304311  0.248
H 2.099393 5.383242 -0.420629  0.225
H 1.675702 5.046825 -2.094946  0.198
H 2.691133 3.444501 0.313355  0.232
H 2.317674 2.163945 -0.861839  0.180
H 1.470576 2.226519 0.689360  0.204
C 3.034059 -0.940181 -4.257633  -0.626
C 3.588725 -0.792353 -2.845165  0.093
C 4.540277 -1.947819 -2.504773  -0.622
C 4.297772 0.554845 -2.688491  -0.624
N 2.420995 -0.858933 -1.942403  -0.172
N 2.508810 -0.868170 -0.630647  -0.441
H 3.848968 -0.894785 -4.976494  0.256
H 2.336083 -0.133065 -4.486180  0.228
H 2.526911 -1.899429 -4.385444  0.224
H 5.358518 -1.948271 -3.222579  0.256
H 4.022166 -2.905537 -2.564549  0.228
H 4.971302 -1.837828 -1.508463  0.214
H 5.159933 0.584443 -3.351602  0.255
H 4.657990 0.719956 -1.670790  0.211
H 3.630452 1.370794 -2.966828  0.227
H 1.605235 -1.364978 -2.290048  0.425
H 3.434034 -0.631015 -0.286215  0.409
H 2.079054 -1.672831 -0.168395  0.437

Cartesian forces (eV/Å) of the 3 atoms listed first:
Au -0.24 0.31 0.07
O 0.11 -0.14 -0.11
C -0.32 0.24 0.50